Computed, not measured: C18H37F3IInNO5S2 as an isolated structure, with the ωB97M-V functional and the def2-TZVPD basis.

```
68
C18H37F3IInNO5S2 (the ωB97M-V functional and the def2-TZVPD basis)
C -2.6345 -2.0003 2.5942
C -1.1579 -2.3793 2.6868
I -0.8495 -3.5449 4.6016
C -0.6232 -3.0802 1.5045
In -0.6586 -1.6141 -0.1986
C 0.7994 -2.1138 -1.7786
C 1.4949 -3.4626 -1.6058
C 0.5377 -4.6257 -1.8354
C 1.2041 -6.0007 -1.8477
N 1.2947 -6.5662 -3.2059
C -2.6944 -1.4828 -1.1521
C -3.1710 -2.7533 -1.8029
O -2.8784 -3.9553 -1.0967
C -4.6756 -2.7687 -2.0835
F -5.1275 -1.5966 -2.5869
F -5.3920 -3.0113 -0.9582
F -5.0284 -3.7233 -2.9810
H -2.7267 -0.9359 2.3739
H -3.0974 -2.5451 1.7693
H -3.1955 -2.2158 3.4981
H -0.5462 -1.5152 2.9228
H -1.1946 -3.9879 1.2859
H 0.4151 -3.3799 1.6503
H -0.3764 -0.0331 0.5131
H 1.5300 -1.2999 -1.7895
H 0.2908 -2.1040 -2.7512
H 2.3686 -3.5876 -2.2619
H 1.8749 -3.5417 -0.5776
H 0.0396 -4.4726 -2.7988
H -0.2509 -4.5937 -1.0792
H 2.2226 -5.9231 -1.4602
H 0.6662 -6.6779 -1.1739
H 2.0611 -7.2250 -3.2665
H 0.4562 -7.0825 -3.4406
H -3.4352 -1.1222 -0.4312
H -2.5928 -0.7128 -1.9188
H -2.7085 -2.9036 -2.7837
H -3.0335 -3.7839 -0.1595
C 3.9340 3.5133 -1.8503
C 2.9070 3.3927 -2.9848
C 1.8893 2.3314 -2.5632
S 1.8473 2.3730 -0.7576
O 2.3549 1.1241 -0.2679
O 0.5840 2.8979 -0.3016
C 3.1238 3.6193 -0.5648
H 4.5812 4.3805 -1.9811
H 4.5663 2.6229 -1.8221
H 2.4066 4.3534 -3.1238
H 3.3767 3.1243 -3.9309
H 0.8781 2.5104 -2.9204
H 2.1981 1.3217 -2.8284
H 3.6688 3.3859 0.3471
H 2.6307 4.5827 -0.4572
C -0.7271 6.2824 3.6680
C -1.2465 4.8480 3.4888
C -0.2638 4.1104 2.5747
S 1.3296 4.8834 2.8669
O 1.7682 5.5640 1.6683
O 2.2362 3.9859 3.5341
C 0.7578 6.1556 3.9963
H -1.2645 6.8153 4.4520
H -0.8491 6.8414 2.7376
H -1.2951 4.3532 4.4609
H -2.2480 4.8333 3.0617
H -0.1538 3.0489 2.7836
H -0.4709 4.2340 1.5145
H 1.3511 7.0480 3.8164
H 0.9220 5.7854 5.0086
```

Properties
**E_tot**: -2722.79669 a.u.
**Charge**: -1
**Lowest unoccupied orbital energy**: 2.05 eV
**Max |F|**: 0.44 eV/A